Record 1
Formula: C27H48BClNO8S
Source: the Open Molecules 2025 dataset
Level of theory: ωB97M-V/def2-TZVPD

The geometry in XYZ format:
```
87
Properties=species:S:1:pos:R:3:lowdin_charge:R:1
C -0.826 6.779 3.552 -0.231
C -2.190 8.657 4.699 -0.277
H 0.257 -9.997 -1.214 0.066
H -0.892 6.538 1.420 0.092
C -2.792 5.918 2.180 -0.106
O -2.147 -1.033 -0.940 -0.066
H 0.709 -2.540 0.247 0.114
H -0.889 -6.998 -3.314 0.092
H 0.272 4.484 1.221 0.071
C 0.300 1.279 0.953 -0.080
H -1.887 7.861 1.996 0.097
C 1.914 0.834 -3.639 -0.027
H 2.540 -7.801 -0.870 0.109
H 1.032 -5.791 -4.348 0.064
C -0.204 -0.134 -2.077 -0.081
H 4.988 -0.849 -0.800 0.086
H -2.457 6.539 4.950 0.101
O -1.108 3.100 -0.317 -0.098
O -3.728 0.972 -0.965 0.012
H 0.784 2.424 -1.085 0.130
H -0.486 5.751 3.725 0.107
C 2.162 -9.495 -2.142 -0.279
C 1.415 -0.013 -2.286 -0.118
H 1.382 -11.351 -1.368 0.066
B -3.120 -0.166 -0.248 -0.818
H -0.982 7.156 5.660 0.107
H -2.881 8.752 3.854 0.099
C 0.238 2.565 -0.060 -0.351
H -1.348 -0.563 4.735 0.089
Cl -1.244 -3.721 -3.004 0.568
H -3.887 -0.809 0.383 0.106
C -0.682 -0.835 -0.676 -0.258
H -1.564 10.718 4.580 0.068
C 4.217 -0.391 -1.585 -0.055
H -3.539 6.199 2.929 0.064
O -1.723 -2.084 2.329 -0.411
H 1.077 1.278 -4.363 0.099
C -1.628 7.234 4.777 -0.230
S -0.696 -0.885 2.307 0.815
O -3.524 1.985 -2.725 -0.063
H -2.500 4.877 2.354 0.078
O -2.278 0.513 0.762 -0.035
O 1.417 -3.404 -2.351 -0.105
H 1.831 -9.710 -3.163 0.097
C -0.831 0.123 0.688 -0.286
H 0.117 -7.683 -1.224 0.102
C -1.110 9.722 4.600 -0.121
H 1.363 0.754 0.815 0.130
C 0.163 -3.155 -1.920 -0.553
H -0.691 0.946 -2.133 0.127
C 0.876 -6.861 -4.513 -0.114
H -0.515 9.612 3.690 0.065
C 3.518 1.048 -3.899 -0.094
H 1.852 -7.337 -4.641 0.064
C 2.586 -0.594 -1.298 -0.016
H 2.307 -1.165 -0.316 0.080
H 1.828 3.292 1.458 0.079
H 0.324 -6.982 -5.451 0.069
O 0.746 -1.385 2.588 -0.442
H -1.136 3.218 -1.332 0.121
H 1.722 4.370 -0.085 0.085
H 5.827 0.630 -3.130 0.070
C 0.096 -7.478 -3.363 -0.275
H -0.437 9.675 5.461 0.073
H 0.913 -6.237 -1.805 0.096
C 4.688 0.445 -2.921 -0.095
H 3.837 1.677 -4.836 0.069
C 1.312 -10.279 -1.154 -0.121
H -2.083 0.854 3.575 0.087
H -0.656 -0.722 -3.012 0.144
H -2.784 8.845 5.602 0.103
H -3.270 5.973 1.197 0.076
H 2.865 -7.508 -2.563 0.102
C 1.069 3.793 0.714 -0.067
C 2.155 -7.987 -1.879 -0.225
H -0.091 -8.538 -3.570 0.095
H 1.658 -10.118 -0.128 0.074
C -1.580 6.835 2.221 -0.276
C -1.173 0.164 3.832 -0.156
H 3.196 -9.855 -2.073 0.102
H 0.313 1.713 2.052 0.114
H -1.110 -3.006 -0.035 0.148
H -0.233 0.842 4.044 0.066
N -3.640 0.831 -2.306 -0.025
H 0.084 7.384 3.466 0.100
C -0.191 -2.391 -0.485 -0.065
C 0.786 -7.309 -2.006 -0.220
```

**LUMO level**: 2.20 eV
**HOMO energy**: -6.025 eV
**Total energy**: -70670.1682 eV
**Gap between HOMO and LUMO**: 0.302 Eh
**Net charge**: -1



Record 2
Formula: C27H48ClOPTi
Source: the Open Molecules 2025 dataset
Level of theory: ωB97M-V/def2-TZVPD

The geometry in XYZ format:
```
79
Properties=species:S:1:pos:R:3:lowdin_spin:R:1
C 1.170 3.751 1.305 0.000
C -0.346 0.675 -2.440 -0.001
C -0.965 -2.508 3.942 0.007
H 1.883 -1.366 -1.276 0.000
C -0.132 -3.789 4.148 0.001
H -1.357 2.826 2.463 0.000
H 4.884 0.552 -2.574 0.000
C 1.232 2.719 0.173 0.001
H -0.059 3.381 -4.579 0.000
H 0.047 -5.822 3.354 0.000
H 2.032 -1.064 1.182 0.001
H -1.590 -5.310 3.670 0.000
H -4.559 -2.001 -1.674 -0.004
C 4.952 -0.339 -0.605 0.000
C -1.360 3.349 1.497 0.000
P 0.170 0.127 -0.719 0.008
H -0.241 4.962 2.396 0.000
Cl -0.406 -3.008 -1.413 0.004
H -0.396 5.086 0.653 0.000
C -0.625 -4.956 3.276 0.000
C -0.322 2.350 -4.317 0.000
C 0.051 2.095 -2.853 0.000
H 4.213 -1.074 -2.495 0.000
H -3.121 -2.939 -2.377 -0.003
H -2.642 -3.422 1.878 0.001
C 1.996 -0.342 -0.872 0.001
C 2.854 0.463 -1.857 0.000
C -0.808 -4.530 1.789 0.001
C -2.004 -0.928 2.151 0.411
H 0.296 1.208 1.368 0.003
H 1.911 4.535 1.114 0.000
H -0.042 -1.803 2.128 0.020
H -2.408 1.130 -1.953 0.000
C 2.653 -0.448 0.515 0.001
C -1.858 0.458 -2.631 0.000
C -1.074 -2.113 2.432 0.050
H -2.038 1.543 0.491 0.000
H -1.358 -5.320 1.271 0.001
H -1.439 2.800 -0.594 0.000
C -1.563 -3.233 1.684 0.004
H 0.921 -3.572 3.913 0.001
H 2.914 1.513 -1.534 0.000
H -0.574 -1.675 4.547 0.000
O -2.540 -0.906 0.990 0.117
C -2.413 0.029 3.189 0.075
H -1.556 0.264 3.848 0.009
H -2.396 2.894 -4.089 0.000
Ti -2.248 -2.477 -0.175 0.285
H -1.875 -0.042 -4.729 0.000
H 3.964 -2.110 0.132 0.000
H 1.462 3.257 2.243 0.000
C -2.284 0.742 -4.077 0.000
H -0.476 2.820 -2.217 0.000
C -1.811 2.106 -4.581 0.000
H 2.395 0.465 -2.856 0.000
H -2.790 0.955 2.743 0.004
H -3.376 0.677 -4.149 0.000
H 1.128 2.268 -2.720 0.000
H 5.866 -0.924 -0.756 0.000
H -0.181 -4.079 5.209 0.000
C -1.257 2.310 0.375 0.000
H 0.201 -0.040 -3.082 0.000
H 2.720 0.548 0.977 0.000
H -2.010 2.196 -5.654 0.000
H 4.533 -1.026 1.401 0.000
H -2.167 -0.563 -2.353 0.000
H -2.323 3.866 1.415 0.000
H 2.228 2.260 0.152 0.000
C 4.059 -1.053 0.415 0.000
C 0.138 1.667 0.372 0.004
H 5.273 0.628 -0.195 0.000
C 4.271 -0.117 -1.960 0.000
C -3.520 -2.323 -1.539 -0.037
H 1.098 3.227 -0.793 0.000
H -1.984 -2.711 4.294 0.000
H -3.240 -0.388 3.796 0.031
C -0.220 4.376 1.471 0.000
H 0.277 1.687 -4.956 0.000
H 0.164 -4.445 1.277 0.000
```

**LUMO level (alpha / beta)**: 2.72 / 2.72 eV
**Multiplicity**: 2
**HOMO energy (alpha / beta)**: -2.004 / -3.150 eV
**Total energy**: -75752.3223 eV
**Gap between HOMO and LUMO (alpha / beta)**: 0.174 / 0.216 Eh
**Net charge**: -1



Record 3
Formula: C27H48F6NaO27P
Source: the Open Molecules 2025 dataset
Level of theory: ωB97M-V/def2-TZVPD

The geometry in XYZ format:
```
110
Properties=species:S:1:pos:R:3:lowdin_charge:R:1
C -5.437 0.554 4.063 -0.592
C -1.925 0.231 7.292 -0.002
H 2.273 2.314 -2.896 0.100
H 2.440 2.768 -6.710 0.096
C -5.671 -1.617 3.447 -0.087
H -3.672 0.821 -2.070 0.060
O -4.601 0.315 3.056 0.082
H 0.321 -1.446 2.767 0.055
O -1.667 -5.519 0.110 0.039
O -0.010 0.361 5.196 0.092
H 1.239 1.825 3.437 0.082
C 2.001 -2.012 -2.807 -0.046
C 4.284 5.510 3.628 -0.008
H 1.852 -3.077 -2.983 0.086
H -4.950 -2.225 3.993 0.135
C 0.963 -5.245 -0.719 -0.010
H 4.852 5.213 2.746 0.096
H -2.667 -8.011 0.635 0.089
C -1.129 -6.346 -0.690 -0.475
H -6.297 -2.293 2.864 0.134
O 2.930 5.112 3.317 0.022
H -0.006 2.370 2.307 0.089
H 1.377 -1.571 4.225 0.101
O 1.018 1.389 -5.891 -0.016
C -4.953 -0.801 2.393 -0.198
O -1.653 -7.600 -1.112 -0.024
O 4.682 -0.055 4.289 0.106
Na -2.500 -3.156 -0.584 0.677
H -4.003 2.289 -1.051 0.112
H -2.284 1.928 -4.204 0.090
O 4.512 -1.441 -2.071 0.077
P -0.624 -0.697 -0.019 0.196
H -4.024 -1.329 2.180 0.127
C 0.455 -1.903 3.748 0.009
H 0.906 -5.207 0.369 0.109
F -0.934 0.838 0.449 -0.133
O -0.603 -1.757 4.759 0.008
O -5.490 1.651 4.561 0.162
H -2.906 0.411 -4.830 0.099
H 3.108 1.311 -5.976 0.087
O -4.912 2.201 -4.053 0.102
O 2.713 3.824 0.023 0.069
F 0.197 -0.178 -1.273 -0.118
H 6.777 0.569 -4.358 0.100
F -2.045 -0.645 -0.860 -0.181
O 3.182 2.964 4.079 0.104
O 0.158 2.715 -4.211 0.086
F 0.711 -0.800 0.881 -0.147
O 4.108 -1.452 2.552 0.023
H 3.229 0.487 0.838 0.109
O 3.832 2.599 -1.430 0.063
H -7.364 3.964 -4.744 0.101
C 2.572 2.326 -1.848 -0.115
O 4.902 3.473 0.310 0.127
H 0.829 -4.235 -1.106 0.070
H -3.815 -7.749 -0.588 0.090
H -2.473 -0.277 8.085 0.093
C 1.734 3.348 -0.946 -0.024
C 2.308 2.048 -5.903 -0.021
C 6.012 0.241 -3.655 -0.027
C -2.036 0.880 -4.369 -0.069
O 2.979 -1.501 -3.722 0.014
C 0.040 1.775 -5.021 -0.503
F -0.213 -2.203 -0.371 -0.158
C 3.941 -1.451 1.147 -0.112
O -0.894 0.810 -5.166 0.004
H -8.773 2.963 -4.447 0.095
F -1.605 -1.338 1.123 -0.165
H -4.511 0.642 -0.517 0.079
C 1.058 2.413 2.537 -0.027
C 2.648 3.861 3.407 -0.643
H 0.984 -1.640 -2.929 0.080
H 1.988 -5.529 -0.961 0.109
C -0.757 -0.617 5.368 -0.625
C 4.602 -0.278 3.065 -0.548
C -4.350 1.305 -1.367 0.000
H 6.474 -0.398 -2.902 0.087
H 5.762 1.070 -2.993 0.090
C -7.698 2.934 -4.621 -0.049
H 2.961 -1.814 0.835 0.106
H 2.428 1.320 -1.455 0.112
H 4.739 -2.057 0.719 0.117
H 4.256 6.580 3.834 0.089
H -1.856 0.506 -3.361 0.074
H -0.913 0.471 7.616 0.094
H -2.386 1.144 6.913 0.098
C 4.187 -1.153 -3.234 -0.536
H 0.942 2.794 -0.442 0.113
H 2.509 2.505 -4.934 0.067
C -2.814 -8.154 -0.435 -0.037
C 4.239 0.077 0.870 -0.070
H 1.457 4.259 -1.477 0.134
O 1.553 3.757 2.690 0.014
O -7.147 2.345 -3.470 -0.005
O 0.060 -6.229 -1.201 0.034
C 3.886 3.325 -0.352 -0.606
H 0.552 -2.966 3.526 0.090
H 1.535 1.853 1.733 0.065
O -1.722 -0.768 6.252 -0.011
O -5.603 1.582 -2.041 -0.038
H 2.247 -1.855 -1.756 0.078
H -7.535 2.340 -5.520 0.098
H 4.746 5.104 4.528 0.093
O -6.139 -0.524 4.254 0.107
H -5.675 -0.623 1.596 0.136
O 4.912 -0.530 -4.177 0.010
H 4.877 0.219 -0.002 0.124
O 4.805 0.542 2.098 0.097
H -2.773 -9.227 -0.623 0.098
C -5.833 2.153 -3.255 -0.533
```

**LUMO level**: -1.71 eV
**HOMO energy**: -9.436 eV
**Total energy**: -114073.0816 eV
**Gap between HOMO and LUMO**: 0.284 Eh
**Net charge**: 0



Record 4
Formula: C27H48N3O5S2
Source: the Open Molecules 2025 dataset
Level of theory: ωB97M-V/def2-TZVPD

The geometry in XYZ format:
```
85
Properties=species:S:1:pos:R:3:lowdin_charge:R:1
C -2.815 2.746 0.803 -0.231
H 1.962 -2.635 4.452 0.103
H -4.711 -2.539 -2.025 0.125
C 4.240 -0.364 1.758 -0.119
H -0.536 -3.726 2.502 0.110
C -3.686 -2.114 -2.237 -0.217
H 2.430 -4.587 2.203 0.106
H -3.352 -0.562 -3.858 0.069
H -2.232 2.412 3.509 0.108
N -1.341 2.735 0.956 -0.211
N -0.758 -2.749 -5.103 0.147
H 2.149 7.974 -2.566 0.070
H 0.660 -3.089 1.233 0.095
H -0.828 2.285 -1.666 0.107
H 4.207 -3.217 2.801 0.124
C -0.868 -0.357 -2.522 -0.150
H 0.844 4.508 -1.810 0.065
H -3.042 2.326 -0.230 0.119
C -0.027 5.164 -2.076 -0.471
H 2.692 6.451 -1.777 0.081
O 6.785 0.953 1.070 -0.063
C -1.480 -2.078 -0.153 -0.120
S 0.711 4.430 1.192 0.669
H -1.591 0.790 0.196 0.083
H -4.634 0.465 4.032 0.070
H -0.900 -4.754 -2.261 0.130
H -0.390 4.847 -3.088 0.079
C 1.595 -4.199 2.851 -0.184
H 0.047 -6.147 1.462 0.112
C 2.037 -2.740 3.333 -0.170
H 1.052 -5.270 0.264 0.112
H 8.180 0.768 -1.449 0.073
O 7.450 1.269 -1.045 -0.004
H 0.337 6.999 -0.953 0.080
C -0.581 -2.520 -3.980 -0.151
H 3.911 -1.670 3.690 0.114
O 3.499 -1.595 1.661 -0.232
H 1.245 0.422 -2.370 0.128
H -3.585 -1.222 -1.567 0.112
C -3.723 1.046 4.349 -0.133
C -0.729 3.952 0.503 -1.034
H 0.885 2.307 -0.965 0.101
C 3.498 -2.347 2.881 -0.240
C 0.356 -3.972 1.870 -0.237
C 1.958 6.863 -2.524 -0.127
H -1.360 -6.043 -0.472 0.108
H -3.217 3.792 0.839 0.105
H 5.153 -0.429 2.409 0.088
C -0.070 1.711 -1.054 -0.183
H -3.339 0.749 1.641 0.097
H -2.068 -4.649 0.412 0.116
H -4.847 -1.533 -4.044 0.075
O -2.756 -3.179 -2.008 -0.083
C -3.572 1.835 1.835 -0.197
H 3.571 0.489 2.098 0.092
H -4.684 1.941 1.655 0.117
N -1.654 -1.691 0.925 0.220
C -0.734 1.506 0.371 -0.180
C 0.323 0.343 -1.728 -0.175
H -1.816 -0.050 -2.012 0.095
S -1.407 5.025 -0.824 0.800
C -0.599 -1.920 -2.540 -0.194
H 4.620 -0.048 0.746 0.084
C -1.485 -2.784 -1.535 -0.399
H 1.339 -4.879 3.704 0.104
C 0.111 -5.173 0.887 -0.217
C -1.129 -5.007 -0.080 -0.177
C -3.758 -1.609 -3.747 -0.071
H -2.842 0.365 4.496 0.073
H -3.284 -2.330 -4.460 0.065
H -0.848 0.061 -3.569 0.126
H 0.588 -0.363 -0.879 0.110
C 7.570 0.621 0.169 -0.855
H -3.950 3.099 3.627 0.106
C -0.667 -4.153 -1.334 -0.104
H 1.360 -1.940 2.908 0.109
H -0.053 0.990 1.099 0.131
C -3.324 2.203 3.343 -0.255
H -0.176 7.365 -2.629 0.102
H -3.968 1.473 5.367 0.067
H 0.464 -2.048 -2.178 0.139
H 0.441 -3.983 -1.334 0.123
C 0.478 6.669 -2.023 -0.336
O 8.495 -0.232 0.151 -0.097
H 2.117 6.471 -3.561 0.074
```

**LUMO level**: 1.25 eV
**HOMO energy**: -4.401 eV
**Total energy**: -65153.0135 eV
**Gap between HOMO and LUMO**: 0.208 Eh
**Net charge**: -1



Record 5
Formula: C27H49Cl13FN2O3
Source: the Open Molecules 2025 dataset
Level of theory: ωB97M-V/def2-TZVPD

The geometry in XYZ format:
```
95
Properties=species:S:1:pos:R:3:lowdin_charge:R:1
H -1.771 -1.292 -2.052 0.121
H -5.764 -1.359 2.609 0.080
C 5.056 -0.914 -1.803 -0.655
C 0.147 6.090 -4.596 -0.662
C -3.214 1.265 2.438 -0.097
C -4.641 1.154 3.210 -0.167
H -4.817 2.178 3.707 0.128
C 6.718 4.066 6.453 -0.645
H -3.419 -8.368 -1.501 0.048
H -0.705 0.505 -1.556 0.120
C 7.531 3.434 -5.585 -0.662
O -2.576 0.777 -0.438 -0.062
H -4.630 -2.663 -0.515 0.103
H -4.895 1.682 0.250 0.061
H -0.747 1.739 1.369 0.088
Cl 2.560 6.290 -3.315 0.525
H -5.009 -3.830 -1.878 0.143
H -6.032 2.925 1.133 0.098
Cl 5.781 1.497 6.277 0.612
C 4.543 1.720 3.180 -0.685
H -6.832 1.245 2.800 0.141
H 5.344 1.233 3.737 0.019
C -4.039 -9.002 -2.138 -0.676
C -2.215 -2.388 1.548 -0.092
C 6.326 3.613 -4.683 -0.666
H 4.307 -2.143 -3.428 0.073
C 3.984 -1.764 -2.456 -0.648
H 7.560 4.711 6.714 0.077
Cl -3.367 -10.649 -2.040 0.540
C -5.851 1.808 0.873 -0.095
H 8.338 2.948 -5.033 0.073
H 5.889 2.654 -4.398 0.010
H -5.382 -0.847 0.852 0.061
H -2.259 -4.206 -2.146 0.128
C 3.333 1.906 4.075 -0.688
C -4.015 -4.883 -0.203 -0.359
H 6.622 4.137 -3.771 0.077
C -1.251 1.241 -0.845 -0.130
H 0.615 -0.603 -0.017 0.053
H 0.165 7.177 -4.691 0.072
H -3.880 -5.677 1.573 0.133
C -2.774 -0.149 1.832 -0.095
Cl -2.828 -1.708 4.246 0.812
H -6.723 1.436 0.209 0.094
H -2.450 1.570 3.249 0.133
C -1.851 -2.166 -1.294 -0.102
C -5.891 0.912 2.214 -0.381
H 0.351 2.498 0.104 0.126
H 7.885 2.399 5.697 0.075
H 5.911 4.256 7.163 0.073
H 7.612 2.382 7.444 0.077
H -5.811 -7.904 -1.618 0.063
H -0.801 -2.658 -1.271 0.135
C 1.546 5.509 -4.554 -0.682
H 5.919 -1.534 -1.553 0.079
C -4.198 -3.544 -1.097 -0.079
O -3.464 -5.922 -0.704 0.015
H 1.131 0.196 1.618 0.058
H -1.328 2.226 -1.452 0.148
H -3.201 2.122 1.659 0.132
H -0.397 5.683 -5.452 0.073
H 4.919 2.674 2.808 0.052
H 2.891 0.949 4.359 0.071
H 7.901 4.391 -5.957 0.070
C -2.862 -3.243 -1.930 -0.166
H 2.043 5.667 -5.514 0.061
Cl 2.067 2.890 3.295 0.544
H -3.190 -2.861 -2.976 0.129
Cl 6.163 4.571 4.837 0.570
O -4.483 -5.013 1.138 0.025
N -2.507 -0.264 0.398 -0.029
Cl 4.185 0.681 1.776 0.577
Cl 5.640 0.374 -2.884 0.573
Cl 7.170 2.398 -6.988 0.537
C -6.065 -0.630 1.760 -0.095
C 0.927 0.381 0.495 -0.141
Cl -6.584 -9.778 -2.794 0.540
F -1.918 -3.747 1.782 0.058
N -2.615 -1.380 2.564 -0.360
Cl 5.051 4.593 -5.448 0.547
C 7.155 2.614 6.480 -0.626
H -3.936 -8.655 -3.168 0.071
C -0.233 1.531 0.369 -0.188
H 4.695 -0.448 -0.884 0.026
C -2.182 -1.678 0.184 -0.016
H 3.623 2.431 4.986 0.022
Cl -0.797 5.677 -3.142 0.514
H -7.141 -0.868 1.439 0.093
H 1.530 4.436 -4.351 0.067
H -5.601 -9.391 -0.683 0.070
H 1.925 0.771 0.061 0.043
C -5.481 -8.944 -1.672 -0.673
H 3.749 -2.619 -1.819 0.074
Cl 2.466 -0.860 -2.692 0.532
H -4.652 0.339 4.021 0.082
```

**LUMO level**: -3.95 eV
**HOMO energy**: -11.827 eV
**Total energy**: -203412.7712 eV
**Gap between HOMO and LUMO**: 0.290 Eh
**Net charge**: +1